# 1
Formula: C54H32CsN8P
Source: the OMol25 dataset
Level of theory: ωB97M-V/def2-TZVPD

The orbital gap (alpha / beta) comes out at 0.1853 / 0.1853 hartree. The energy relative to the best compared isomer or geometry (same formula, charge and spin) comes out at 0.0 kcal/mol. As for the HOMO energy (alpha / beta): -1.51 / -1.51 eV.

```
! wB97M-V def2-TZVPD RIJCOSX def2/J DEFGRID3
* xyz -2 1
Cs 0.569 0.557 -0.101
C 6.452 -1.842 3.556
C 5.476 -2.459 4.345
C 4.141 -2.093 4.251
C 3.802 -1.104 3.339
C 2.530 -0.458 2.975
N 1.397 -0.728 3.586
C 0.263 -0.035 3.389
C -0.978 -0.348 4.090
C -1.336 -1.324 5.014
C -2.636 -1.330 5.487
C -3.569 -0.375 5.050
C -3.215 0.603 4.135
C -1.909 0.607 3.654
C -1.187 1.459 2.711
N -1.752 2.533 2.138
C -1.113 3.376 1.355
N 0.164 3.277 0.889
C 0.457 4.365 0.186
N 1.624 4.676 -0.403
C 2.693 3.908 -0.291
N 2.820 2.710 0.319
C 4.120 2.355 0.307
N 4.712 1.336 0.905
C 4.056 0.504 1.731
N 2.753 0.456 1.987
C 4.777 -0.488 2.551
C 6.113 -0.844 2.653
C 4.912 3.359 -0.443
C 6.256 3.458 -0.760
C 6.671 4.570 -1.482
C 5.762 5.561 -1.862
C 4.416 5.463 -1.529
C 4.006 4.346 -0.822
C -0.705 5.271 0.141
C -0.921 6.510 -0.445
C -2.168 7.096 -0.283
C -3.172 6.460 0.453
C -2.953 5.224 1.045
C -1.708 4.634 0.877
N 0.088 1.042 2.607
H 7.487 -2.149 3.655
H 5.771 -3.236 5.041
H 3.379 -2.560 4.861
H -0.610 -2.060 5.339
H -2.946 -2.081 6.205
H -4.581 -0.407 5.437
H -3.928 1.341 3.790
H 6.859 -0.352 2.041
H 6.951 2.687 -0.451
H 7.714 4.676 -1.755
H 6.115 6.418 -2.424
H 3.702 6.227 -1.810
H -0.134 6.993 -1.011
H -2.371 8.061 -0.735
H -4.138 6.941 0.559
H -3.724 4.725 1.619
C 0.418 -5.924 -3.895
C 1.243 -4.974 -3.310
C 0.696 -3.822 -2.764
C -0.677 -3.598 -2.784
C -1.496 -4.560 -3.372
C -0.954 -5.709 -3.926
P -1.333 -2.079 -1.984
C -1.722 -2.815 -0.306
C -1.466 -4.129 0.088
C -1.752 -4.562 1.378
C -2.312 -3.692 2.302
C -2.574 -2.380 1.932
C -2.264 -1.949 0.651
C -3.048 -2.006 -2.637
C -4.213 -2.295 -1.975
C -5.450 -2.151 -2.648
C -5.495 -1.748 -3.952
C -4.303 -1.459 -4.665
C -4.286 -1.077 -6.028
C -3.080 -0.849 -6.636
C -1.859 -0.969 -5.928
C -1.779 -1.331 -4.593
C -3.057 -1.577 -3.998
H 0.840 -6.823 -4.329
H 2.315 -5.128 -3.283
H 1.350 -3.078 -2.321
H -2.567 -4.395 -3.403
H -1.607 -6.441 -4.388
H -1.035 -4.826 -0.618
H -1.530 -5.585 1.660
H -2.532 -4.020 3.311
H -3.003 -1.691 2.649
H -2.468 -0.915 0.381
H -4.202 -2.637 -0.947
H -6.370 -2.372 -2.117
H -6.448 -1.655 -4.466
H -5.222 -0.979 -6.569
H -3.062 -0.558 -7.685
H -0.950 -0.753 -6.491
*
```

# 2
Formula: C54H38INO2PS2SnTe
Source: the OMol25 dataset
Level of theory: ωB97M-V/def2-TZVPD

The orbital gap comes out at 0.2637 hartree. The energy relative to the best compared isomer or geometry (same formula, charge and spin) comes out at 19.7 kcal/mol. As for the HOMO energy: -10.03 eV.

```
! wB97M-V def2-TZVPD RIJCOSX def2/J DEFGRID3
* xyz 1 1
Sn -0.436 -1.070 -0.963
S -2.529 1.057 3.132
C -0.880 1.368 3.558
C -0.355 1.807 4.768
C 1.014 1.960 4.864
C 1.839 1.720 3.762
C 1.313 1.308 2.554
C -0.062 1.101 2.454
N -0.741 0.686 1.317
C -2.025 0.617 1.524
C -2.999 0.211 0.514
C -4.309 0.688 0.624
C -5.253 0.364 -0.329
C -4.884 -0.425 -1.408
C -3.580 -0.880 -1.527
C -2.605 -0.604 -0.569
H -1.010 2.019 5.602
H 1.452 2.277 5.801
H 2.906 1.880 3.852
H 1.935 1.151 1.683
H -4.564 1.353 1.442
H -6.264 0.738 -0.242
H -5.617 -0.678 -2.164
H -3.305 -1.468 -2.394
O 0.906 1.313 -2.753
C -0.286 1.161 -3.167
O -1.029 0.171 -2.959
C -0.845 2.367 -3.863
C -0.687 2.607 -5.219
C -1.091 3.822 -5.753
C -1.669 4.786 -4.939
C -1.823 4.559 -3.581
C -1.386 3.356 -3.042
S -1.469 3.093 -1.281
H -0.245 1.846 -5.848
H -0.943 4.020 -6.806
H -1.983 5.731 -5.362
H -2.267 5.313 -2.944
I -1.204 -3.586 -2.413
C -1.607 -5.438 -1.383
C -2.651 -6.126 -1.929
C -2.871 -7.472 -1.585
C -1.976 -8.113 -0.784
C -0.898 -7.411 -0.194
C 0.055 -8.110 0.577
C 1.085 -7.455 1.185
C 1.128 -6.054 1.130
C 0.230 -5.324 0.390
P 0.262 -3.499 0.641
C 0.074 -3.366 2.451
C -1.201 -2.988 2.876
C -1.471 -2.814 4.224
C -0.454 -2.962 5.155
C 0.816 -3.337 4.742
C 1.077 -3.561 3.399
C 2.006 -3.141 0.247
C 2.487 -3.570 -0.992
C 3.696 -3.103 -1.480
C 4.443 -2.196 -0.741
C 3.983 -1.777 0.498
C 2.770 -2.241 0.986
C -0.753 -6.001 -0.396
H -3.292 -5.653 -2.660
H -3.715 -7.993 -2.016
H -2.074 -9.174 -0.594
H -0.039 -9.186 0.661
H 1.843 -7.997 1.734
H 1.890 -5.539 1.699
H -1.982 -2.847 2.136
H -2.469 -2.548 4.548
H -0.649 -2.788 6.206
H 1.612 -3.450 5.467
H 2.066 -3.882 3.100
H 1.917 -4.291 -1.568
H 4.052 -3.442 -2.444
H 5.382 -1.820 -1.127
H 4.568 -1.084 1.090
H 2.422 -1.920 1.956
Te 0.858 2.853 -0.820
C 1.489 4.324 -2.211
C 2.336 3.997 -3.258
C 2.747 4.992 -4.136
C 2.302 6.295 -3.974
C 1.437 6.611 -2.934
C 1.031 5.628 -2.048
C 0.920 4.304 0.745
C -0.150 4.749 1.505
C 0.065 5.663 2.527
C 1.345 6.130 2.788
C 2.422 5.672 2.038
C 2.207 4.758 1.021
H 2.660 2.974 -3.396
H 3.419 4.748 -4.948
H 2.630 7.066 -4.659
H 1.077 7.624 -2.807
H 0.365 5.876 -1.232
H -1.151 4.387 1.294
H -0.769 6.007 3.125
H 1.507 6.852 3.577
H 3.423 6.025 2.251
H 3.042 4.401 0.422
*
```

Look up the energy relative to the best compared isomer or geometry (same formula, charge and spin) of the first one. 0.0 kcal/mol